{
  "formula": "C25H20Cl2O17",
  "method": "ωB97M-V with the def2-TZVPD basis set",
  "e_tot_ev": -86098.420,
  "homo_energy_ha": -0.3391,
  "mol_weight_g_mol": 663.32,
  "smiles": "O=C1C=C(O)C(=O)C=C1O.O=C1C=C(O)C(=O)C=C1O.O=C1C=C(O)C(=O)C=C1O.O=C1C=C(O)C(=O)C=C1O.ClCCl.O",
  "lumo_ha": -0.0699,
  "homo_lumo_gap_ha": 0.269,
  "elements": ["C", "C", "C", "O", "C", "C", "C", "O", "O", "O", "H", "H", "H", "H", "C", "C", "C", "O", "C", "C", "C", "O", "O", "O", "H", "H", "H", "H", "C", "C", "C", "O", "C", "C", "C", "O", "O", "O", "H", "H", "H", "H", "C", "C", "C", "O", "C", "C", "C", "O", "O", "O", "H", "H", "H", "H", "O", "H", "H", "C", "Cl", "Cl", "H", "H"],
  "positions_angstrom": [[2.858, -1.945, 3.484], [2.012, -1.379, 2.621], [2.114, 0.085, 2.257], [1.291, 0.680, 1.590], [3.294, 0.781, 2.752], [4.132, 0.194, 3.632], [3.894, -1.192, 4.148], [4.574, -1.632, 5.056], [5.206, 0.789, 4.140], [1.059, -2.092, 2.009], [2.866, -2.999, 3.735], [3.534, 1.801, 2.485], [5.509, 0.220, 4.879], [0.558, -1.523, 1.379], [-0.764, 3.245, -4.899], [-0.891, 2.511, -3.777], [-1.187, 1.024, -3.784], [-1.202, 0.296, -2.827], [-1.383, 0.495, -5.147], [-1.288, 1.229, -6.260], [-0.942, 2.678, -6.229], [-0.872, 3.353, -7.234], [-1.575, 0.730, -7.472], [-0.768, 3.101, -2.597], [-0.473, 4.283, -4.829], [-1.511, -0.573, -5.280], [-1.501, 1.474, -8.098], [-0.845, 2.554, -1.784], [-1.898, 0.161, 2.418], [-0.825, 0.669, 3.036], [-0.001, -0.159, 3.967], [0.974, 0.271, 4.539], [-0.448, -1.557, 4.137], [-1.568, -2.013, 3.576], [-2.383, -1.207, 2.622], [-3.306, -1.657, 1.989], [-2.022, -3.257, 3.801], [-0.419, 1.930, 2.829], [-2.560, 0.875, 1.938], [0.091, -2.186, 4.833], [-2.908, -3.335, 3.412], [0.366, 2.064, 3.394], [1.575, -2.737, -3.045], [1.147, -3.972, -2.817], [0.265, -4.302, -1.647], [-0.051, -5.407, -1.272], [-0.176, -3.139, -0.854], [0.235, -1.892, -1.086], [1.150, -1.579, -2.224], [1.594, -0.465, -2.367], [-0.157, -0.876, -0.300], [1.409, -4.943, -3.733], [2.170, -2.525, -3.923], [-0.730, -3.403, 0.038], [0.330, -0.059, -0.523], [1.411, -5.796, -3.269], [-0.628, 1.923, -0.128], [-0.681, 2.721, 0.412], [-0.510, 1.213, 0.514], [-3.953, 5.267, 1.097], [-2.522, 4.276, 1.095], [-3.886, 6.557, 2.286], [-3.962, 5.731, 0.114], [-4.819, 4.620, 1.190]],
  "nbo_charge": [-0.408, 0.382, 0.493, -0.596, -0.388, 0.326, 0.482, -0.528, -0.627, -0.676, 0.247, 0.243, 0.509, 0.513, -0.396, 0.330, 0.492, -0.520, -0.373, 0.292, 0.473, -0.538, -0.636, -0.664, 0.241, 0.233, 0.504, 0.537, -0.419, 0.372, 0.472, -0.546, -0.373, 0.300, 0.485, -0.505, -0.633, -0.656, 0.249, 0.250, 0.505, 0.506, -0.352, 0.283, 0.479, -0.506, -0.346, 0.288, 0.497, -0.509, -0.682, -0.645, 0.245, 0.238, 0.529, 0.498, -0.963, 0.488, 0.501, -0.410, -0.034, -0.006, 0.225, 0.227]
}